(1)
ORCA calculation (wB97M-V/def2-TZVPD) on a structure of composition C38H48Br9N4O13 at a distorted geometry.

Each line ends with the Löwdin charge.
Cartesian coordinates (Å):
1 C -1.174 -1.548 0.359  -0.089
2 C -0.262 -0.865 -0.663  -0.591
3 C -0.992 0.378 -1.119  -0.061
4 O 0.974 -0.564 -0.147  -0.295
5 H -1.760 -0.997 1.095  0.044
6 H -0.629 -2.333 0.882  0.030
7 H -1.960 -2.076 -0.181  0.026
8 H -0.063 -1.563 -1.477  0.119
9 H -1.719 -0.005 -1.835  -0.007
10 H -0.237 1.005 -1.592  0.063
11 H -1.465 0.746 -0.209  0.074
12 C -4.065 -2.883 -3.954  -1.525
13 Br -3.094 -1.240 -3.643  0.626
14 Br -4.316 -3.107 -5.895  0.518
15 Br -5.803 -2.587 -3.134  0.502
16 H -3.386 -3.593 -3.480  -0.006
17 C -5.505 -0.811 0.592  -1.396
18 Br -4.886 -2.624 0.007  0.488
19 Br -4.658 -0.481 2.373  0.616
20 Br -7.508 -0.586 0.545  0.507
21 H -5.114 -0.071 -0.106  -0.021
22 C -1.748 -4.931 3.921  -1.542
23 Br -2.508 -3.200 4.371  0.567
24 Br -1.348 -4.959 2.018  0.577
25 Br -2.775 -6.545 4.530  0.500
26 H -0.764 -4.976 4.387  -0.030
27 C -1.468 3.778 -4.946  -0.075
28 C -0.583 4.309 -5.830  -0.017
29 C 0.805 4.300 -5.537  -0.306
30 C 1.208 3.710 -4.330  -0.020
31 C 0.329 3.139 -3.460  -0.020
32 C -1.094 3.215 -3.765  -0.345
33 O -1.953 2.978 -2.750  0.047
34 O 1.706 4.934 -6.319  0.046
35 H -2.526 3.808 -5.164  0.119
36 H -1.003 4.654 -6.763  0.110
37 H 2.264 3.829 -4.138  0.112
38 H 0.808 2.848 -2.537  0.107
39 H -1.418 2.824 -1.968  0.064
40 H 2.591 4.585 -6.193  0.107
41 C -3.637 3.755 1.393  0.008
42 C -4.646 3.639 2.362  -0.009
43 C -4.375 2.834 3.402  -0.396
44 C -3.209 2.095 3.647  -0.083
45 C -2.276 2.212 2.664  -0.059
46 C -2.512 2.999 1.561  -0.293
47 O -1.476 3.171 0.609  -0.001
48 O -5.325 2.867 4.367  0.029
49 H -3.526 4.426 0.554  0.125
50 H -5.560 4.189 2.191  0.123
51 H -3.091 1.330 4.400  0.103
52 H -1.287 1.816 2.844  0.099
53 H -0.815 2.516 0.846  0.025
54 H -5.036 2.424 5.169  0.100
55 C 4.235 -4.518 -0.974  0.019
56 C 4.123 -5.954 -0.978  -0.002
57 C 2.879 -6.474 -1.054  -0.430
58 C 1.770 -5.683 -1.003  -0.030
59 C 1.896 -4.307 -1.035  -0.022
60 C 3.106 -3.718 -0.989  -0.318
61 O 3.191 -2.344 -0.899  0.039
62 O 2.764 -7.765 -1.226  0.064
63 H 5.238 -4.117 -0.942  0.108
64 H 5.039 -6.524 -0.941  0.110
65 H 0.754 -6.035 -1.106  0.110
66 H 0.910 -3.876 -1.124  0.114
67 H 2.368 -1.912 -0.660  0.041
68 H 1.893 -8.099 -1.001  0.108
69 C -0.011 -0.253 4.723  -0.021
70 C 0.316 -0.797 3.496  -0.033
71 C 1.521 -1.405 3.272  -0.342
72 C 2.342 -1.556 4.305  -0.036
73 C 2.022 -1.163 5.602  -0.018
74 C 0.852 -0.449 5.827  -0.345
75 O 0.518 0.122 6.994  0.044
76 O 1.953 -1.740 2.007  0.028
77 H -0.915 0.307 4.913  0.097
78 H -0.343 -0.532 2.683  0.094
79 H 3.292 -2.058 4.199  0.123
80 H 2.720 -1.307 6.414  0.105
81 H 1.079 -0.138 7.729  0.102
82 H 1.605 -1.223 1.276  0.013
83 C 2.984 1.610 2.231  -0.001
84 C 3.906 1.907 3.237  0.006
85 C 3.486 2.714 4.259  -0.360
86 C 2.224 3.203 4.273  -0.044
87 C 1.302 2.994 3.271  0.016
88 C 1.756 2.230 2.167  -0.329
89 O 0.941 2.098 1.131  0.022
90 O 4.427 3.135 5.150  0.038
91 H 3.313 0.966 1.429  0.112
92 H 4.894 1.481 3.142  0.121
93 H 1.832 3.711 5.142  0.114
94 H 0.328 3.458 3.229  0.112
95 H 0.857 1.241 0.706  0.062
96 H 4.054 3.615 5.893  0.096
97 C 3.195 1.388 -2.656  -0.729
98 O 3.964 1.932 -3.449  -0.013
99 N 2.293 0.442 -2.915  0.189
100 N 3.366 1.491 -1.335  0.164
101 H 2.268 0.042 -3.842  0.076
102 H 1.733 0.155 -2.125  0.065
103 H 2.698 1.113 -0.678  0.058
104 H 4.246 1.865 -1.011  0.109
105 C 0.035 -0.517 -5.518  -0.740
106 O 1.093 -0.887 -5.028  0.033
107 N -0.592 0.609 -5.284  0.170
108 N -0.527 -0.957 -6.622  0.147
109 H -1.449 0.819 -5.777  0.101
110 H -0.306 1.267 -4.574  0.074
111 H -0.105 -1.745 -7.092  0.118
112 H -1.463 -0.630 -6.815  0.095

Values from the calculation:
- E (eV) = -703144.412
- charge = -1
- strongest force on any atom (eV/A) = 4.64
- gap between HOMO and LUMO (eV) = 6.59
- HOMO energy (eV) = -5.6

---

(2)
ORCA calculation (wB97M-V/def2-TZVPD) on a structure of composition C38H48Cl12InN5O7 at a distorted geometry.

Each line ends with the Löwdin charge.
Cartesian coordinates (Å):
1 In -0.032 1.644 0.370  0.915
2 C -1.948 0.496 -2.401  -0.027
3 O -1.528 1.070 -1.451  -0.091
4 H -2.934 0.146 -2.461  0.082
5 H -3.549 -12.811 4.331  -0.128
6 H -1.357 0.319 -3.316  0.082
7 N -0.126 1.602 6.931  0.035
8 C -0.061 2.805 7.476  -0.145
9 C 1.086 3.254 8.200  -0.074
10 C 2.125 2.420 8.470  -0.069
11 C 1.954 1.152 7.957  -0.077
12 C 0.883 0.797 7.176  -0.168
13 H -0.917 3.499 7.244  0.117
14 H 1.163 4.318 8.437  0.109
15 H 3.084 2.748 8.935  0.135
16 H 2.611 0.342 8.166  0.100
17 H 0.811 -0.171 6.779  0.092
18 N 0.126 3.533 -0.527  -0.061
19 C 0.174 4.741 0.085  -0.091
20 C 0.307 5.899 -0.636  -0.012
21 C 0.182 5.843 -2.027  0.002
22 C 0.227 4.603 -2.623  -0.030
23 C 0.242 3.516 -1.829  -0.176
24 H 0.166 4.758 1.167  0.114
25 H 0.519 6.799 -0.088  0.122
26 H 0.010 6.777 -2.526  0.125
27 H 0.292 4.535 -3.741  0.147
28 H 0.120 2.488 -2.340  0.116
29 N 2.496 -3.444 -4.146  0.025
30 C 3.088 -4.572 -4.449  -0.163
31 C 2.471 -5.607 -5.172  -0.064
32 C 1.151 -5.481 -5.486  -0.084
33 C 0.425 -4.298 -5.217  -0.059
34 C 1.182 -3.349 -4.561  -0.169
35 H 4.146 -4.694 -4.096  0.124
36 H 2.901 -6.574 -5.434  0.114
37 H 0.579 -6.242 -6.035  0.117
38 H -0.640 -4.112 -5.414  0.106
39 H 0.722 -2.425 -4.341  0.064
40 N -1.579 1.985 1.820  -0.046
41 C -2.450 2.951 1.466  -0.128
42 C -3.378 3.422 2.379  -0.008
43 C -3.262 3.068 3.769  0.006
44 C -2.220 2.224 4.118  -0.015
45 C -1.462 1.597 3.110  -0.066
46 H -2.474 3.243 0.441  0.106
47 H -4.118 4.229 2.080  0.144
48 H -3.941 3.462 4.533  0.130
49 H -1.889 2.016 5.105  0.078
50 H -0.722 0.809 3.321  0.132
51 N -0.051 -0.652 0.378  -0.031
52 C 0.952 -1.492 -0.015  -0.112
53 C 0.786 -2.834 -0.091  -0.025
54 C -0.486 -3.377 0.204  -0.011
55 C -1.557 -2.559 0.486  -0.038
56 C -1.300 -1.214 0.533  -0.120
57 H 1.865 -0.969 -0.222  0.095
58 H 1.540 -3.471 -0.589  0.134
59 H -0.587 -4.475 0.225  0.133
60 H -2.563 -2.949 0.634  0.123
61 H -2.135 -0.503 0.711  0.102
62 C -3.754 -5.306 -3.582  -0.052
63 C -3.530 -4.888 -2.177  -0.242
64 O -3.511 -3.509 -1.869  0.012
65 C -4.502 -3.029 -1.103  -0.632
66 O -5.359 -3.597 -0.572  0.194
67 O -4.198 -1.696 -1.039  -0.052
68 C -5.106 -0.978 -0.100  0.018
69 H -3.703 -6.378 -3.448  0.089
70 H -3.039 -4.846 -4.245  0.065
71 H -4.793 -5.197 -3.967  0.103
72 H -2.590 -5.234 -1.763  0.123
73 H -4.365 -5.304 -1.587  0.131
74 H -5.815 -1.630 0.289  0.063
75 H -5.723 -0.197 -0.598  0.110
76 H -4.428 -0.624 0.645  0.068
77 C 1.950 5.018 4.201  -0.028
78 C 3.014 4.450 3.257  -0.182
79 O 2.301 3.627 2.377  0.017
80 C 2.328 2.297 2.552  -0.547
81 O 1.461 1.554 2.055  -0.014
82 O 3.337 1.887 3.202  0.037
83 C 3.785 0.531 3.340  0.063
84 H 1.101 5.329 3.624  0.060
85 H 2.358 5.874 4.811  0.112
86 H 1.602 4.229 4.865  0.071
87 H 3.681 3.809 3.811  0.125
88 H 3.424 5.170 2.584  0.132
89 H 4.129 0.206 2.352  0.117
90 H 2.926 -0.033 3.481  0.078
91 H 4.571 0.473 4.044  0.105
92 C 0.429 1.016 -6.621  -1.520
93 Cl 0.973 -0.556 -7.243  0.526
94 Cl 1.159 1.001 -5.012  0.490
95 Cl -1.291 0.990 -6.514  0.569
96 H 0.858 1.773 -7.251  0.028
97 C 6.441 -8.846 -0.898  -1.546
98 Cl 6.138 -9.025 0.794  0.556
99 Cl 4.966 -8.606 -1.951  0.454
100 Cl 7.373 -10.230 -1.456  0.538
101 H 6.975 -7.923 -0.989  -0.004
102 C -5.064 4.737 -3.982  -1.417
103 Cl -5.755 3.199 -3.076  0.388
104 Cl -3.674 4.397 -5.018  0.514
105 Cl -4.667 5.961 -2.749  0.498
106 H -5.867 5.081 -4.636  0.021
107 C 4.443 0.847 -3.035  -1.523
108 Cl 3.824 -0.697 -3.461  0.587
109 Cl 6.183 1.012 -2.948  0.573
110 Cl 3.786 1.512 -1.418  0.417
111 H 4.098 1.516 -3.773  -0.027

Values from the calculation:
- E (eV) = -217386.543
- charge = +2
- strongest force on any atom (eV/A) = 4.66
- gap between HOMO and LUMO (eV) = 0.94
- HOMO energy (eV) = -7.9

---

Which formula does entry 1 have?
C38H48Br9N4O13

---

Which formula does entry 1 have?
C38H48Br9N4O13

---

The highest strongest force on any atom belongs to which entry?
C38H48Cl12InN5O7

---

What is the gap between HOMO and LUMO in the first record?
6.59 eV